{
  "formula": "C78H102F2N16O30",
  "method": "ωB97M-V/def2-TZVPD",
  "elements": ["F", "F", "O", "O", "O", "O", "O", "O", "O", "O", "O", "O", "O", "O", "O", "O", "O", "O", "O", "O", "O", "O", "O", "O", "O", "O", "O", "O", "O", "O", "O", "O", "N", "N", "N", "N", "N", "N", "N", "N", "N", "N", "N", "N", "N", "N", "N", "N", "C", "C", "C", "C", "C", "C", "C", "C", "C", "C", "C", "C", "C", "C", "C", "C", "C", "C", "C", "C", "C", "C", "C", "C", "C", "C", "C", "C", "C", "C", "C", "C", "C", "C", "C", "C", "C", "C", "C", "C", "C", "C", "C", "C", "C", "C", "C", "C", "C", "C", "C", "C", "C", "C", "C", "C", "C", "C", "C", "C", "C", "C", "C", "C", "C", "C", "C", "C", "C", "C", "C", "C", "C", "C", "C", "C", "C", "C", "H", "H", "H", "H", "H", "H", "H", "H", "H", "H", "H", "H", "H", "H", "H", "H", "H", "H", "H", "H", "H", "H", "H", "H", "H", "H", "H", "H", "H", "H", "H", "H", "H", "H", "H", "H", "H", "H", "H", "H", "H", "H", "H", "H", "H", "H", "H", "H", "H", "H", "H", "H", "H", "H", "H", "H", "H", "H", "H", "H", "H", "H", "H", "H", "H", "H", "H", "H", "H", "H", "H", "H", "H", "H", "H", "H", "H", "H", "H", "H", "H", "H", "H", "H", "H", "H", "H", "H", "H", "H", "H", "H", "H", "H", "H", "H", "H", "H", "H", "H", "H", "H"],
  "positions_angstrom": [[-0.32297, -2.12458, -2.95952], [-3.08885, -2.46183, -2.43146], [-4.29665, 2.16855, 3.60874], [-5.29367, -7.71332, 0.78560], [7.65605, 2.24434, 5.36518], [-1.27947, -4.62925, 0.49931], [3.25499, -0.44417, 6.06936], [2.06469, -3.74776, -2.13376], [-0.11646, -1.10102, -5.49119], [-1.78243, 4.82279, -6.48084], [-4.33922, -1.67531, 2.93147], [-1.18641, 3.56957, -1.58265], [-2.48621, -1.97923, 4.10443], [6.60396, 7.77059, -1.80140], [-0.39951, 2.53675, -4.54950], [2.56899, -0.22621, -0.92063], [4.68825, 8.57673, -1.40962], [-3.94150, 0.26927, -3.62437], [2.04358, -0.81656, 4.35125], [1.49109, 3.63797, 2.84502], [-5.91009, -0.33359, -4.50564], [-5.38954, -7.93865, -2.18113], [1.85271, -5.71504, -3.34299], [7.96564, 3.81412, 6.80510], [-7.16784, -8.86926, -1.53004], [0.18434, 1.10871, -3.10134], [0.03058, 0.09216, -7.27182], [5.71910, -0.71359, 2.40238], [-4.31605, -1.86767, -4.16452], [4.02779, -5.34091, 2.42008], [0.05315, -4.41657, -2.82171], [-6.13038, 1.30971, 4.28397], [-1.13015, 5.71672, -2.23585], [-1.22307, 2.93610, -7.54860], [3.86892, 0.56839, 0.77637], [-3.34952, -5.51941, 0.21770], [7.34249, 3.22090, 5.94728], [0.46677, -0.33076, -6.22659], [-3.08225, -1.59445, 3.08761], [0.32483, 2.17794, -3.66058], [2.02407, -4.98342, 1.52531], [2.26945, -0.23330, 5.41264], [-6.52833, -7.89813, -1.84823], [-5.02670, -8.14315, 3.02389], [6.99282, -1.48396, 4.11925], [0.58112, 4.25993, 0.84978], [-5.32296, 1.58187, 3.41835], [5.58323, 7.83428, -1.14621], [-0.77708, 2.50909, 6.58411], [2.36908, -0.37910, -4.63552], [1.38566, -4.77686, -2.78664], [4.16784, 1.20478, -4.94656], [5.10564, 2.91757, 4.83542], [4.14706, 6.07441, 1.83144], [1.58288, 5.19611, 0.36545], [-1.67577, 4.47961, -2.30214], [3.59912, -0.23697, -0.21048], [2.92948, 1.48368, 1.41668], [-9.25959, -5.32095, -1.26277], [-5.01364, -8.48521, 1.70665], [-6.29113, 0.02258, 1.83256], [-2.63989, -0.36621, -3.56520], [3.54184, 1.64216, -6.09535], [-5.57159, 1.62220, -0.22449], [-0.95610, 1.59791, 5.56548], [-2.24752, -1.10379, 1.94883], [1.38985, 1.46054, 6.93633], [-7.34963, -4.30338, -2.40369], [-1.47448, -7.02003, 0.40253], [-0.76582, -0.02658, 0.03001], [4.49196, -1.41226, -0.33626], [-3.00526, -1.88546, -3.71507], [1.19163, 0.66538, 5.82253], [-0.63121, 2.68020, 2.18671], [1.64809, 4.20577, -3.93417], [-6.54538, -0.42933, 0.55139], [4.95513, -2.77311, 3.58009], [-5.65484, 1.23916, 2.03585], [-8.66222, -6.58076, -1.33532], [4.19252, 6.75984, 0.66086], [0.00736, 0.76169, 5.12447], [-3.44333, 3.06702, -6.49237], [5.91303, 3.71845, 5.69615], [3.27989, 3.41468, -1.89553], [-4.74105, -9.93096, 1.40475], [3.38495, 4.67459, -2.39700], [5.32264, 5.68659, 2.48210], [5.44732, 4.85291, 6.25164], [6.58543, 5.93456, 1.92830], [-2.74576, 4.22668, -3.27142], [-2.01052, -5.60752, 0.33083], [3.28925, 4.53587, 5.16449], [-2.89281, -0.31140, 1.01097], [4.14294, 5.24907, 6.00791], [1.12690, -2.99044, -1.29772], [6.66621, 6.61108, 0.68118], [-1.57218, 6.84453, -3.04412], [-6.17540, 0.39699, -0.45553], [-4.06271, -4.24816, 0.13889], [-0.20112, -0.90862, 0.87771], [-0.88628, -1.47435, 1.89024], [-5.30115, 2.09595, 1.02282], [1.81306, 0.07438, -5.83172], [-8.60459, -4.18376, -1.76915], [2.35274, 1.09170, -6.52157], [-5.34431, -6.73833, 3.51609], [2.28211, 2.52583, -2.22855], [-0.18042, -3.21702, -2.08875], [-0.14687, 3.58633, -8.24370], [0.60439, 3.56156, 1.98623], [0.45111, 2.44470, 7.28260], [3.28598, -5.46903, 1.48275], [1.44499, -4.25191, 2.62925], [-7.38990, -6.65522, -1.86608], [3.76895, 3.28171, 4.65061], [-2.07597, 3.69473, -6.81182], [-6.71143, -5.55320, -2.40887], [2.55154, 5.10120, -3.39409], [1.44677, 2.99954, -3.21831], [8.00371, -0.47637, 3.69786], [3.58743, 0.16671, -4.23325], [5.88646, -1.57387, 3.30680], [5.47260, 7.02569, 0.11263], [-4.83867, -0.61346, -4.07090], [-2.13081, 0.30429, 0.01316], [3.63381, -6.22188, 0.17253], [1.49965, 6.16045, 0.84596], [-6.12884, -6.80525, 4.19627], [-2.15304, -7.67028, 0.93479], [1.79566, 1.57982, -7.33568], [5.03509, -3.51741, 2.79885], [-5.71613, -5.62821, -2.80937], [-1.64771, 2.09466, -7.89539], [-10.28413, -5.23918, -0.82959], [0.07651, 4.60074, -7.89430], [-1.92500, 1.51285, 5.02478], [8.41987, -0.70398, 2.71769], [4.08660, 5.38609, -1.97518], [0.39447, -4.19711, 2.48485], [-3.46046, 2.77293, -5.45692], [4.13661, -2.03973, -1.11814], [3.36783, 7.15982, 0.14070], [1.91954, 1.49523, 0.94989], [7.48228, 5.67117, 2.43089], [-7.07312, -1.32429, 0.29562], [3.85801, 6.21371, 6.35220], [-3.66427, 2.19575, -7.03902], [-0.36371, 5.94944, -1.60886], [4.24679, -1.99721, 0.57396], [-3.71918, -10.00443, 1.05033], [3.21476, 2.63458, 4.03822], [-2.31288, 4.46656, -4.27587], [-0.27853, 1.69234, 2.43630], [-4.61738, -8.72781, 3.67582], [1.23161, -3.36079, -0.27239], [-1.30884, 3.11928, 2.90774], [3.99104, -2.32913, 3.46205], [2.59102, 4.75165, 0.50083], [3.84239, 2.58764, -6.62603], [-0.21872, 0.50808, -0.83490], [7.18229, -2.13589, 4.82646], [-2.66322, 0.89460, -0.68710], [-0.50847, -6.92933, 0.88972], [-2.62154, 7.05888, -2.93992], [3.34205, 2.47409, 1.43791], [-0.07981, 4.06598, 0.08082], [2.63398, 6.11200, -3.78365], [3.15261, 5.70701, 2.21830], [-5.01524, -10.58033, 2.18776], [-2.11238, -0.21487, -2.59914], [-9.08876, -7.54454, -0.97849], [-6.87150, -3.48188, -2.96892], [-6.45247, -0.55381, 2.71757], [5.18054, 5.11071, 3.40540], [-3.35935, -3.44078, 0.43159], [-3.01503, 3.17542, -3.29665], [1.37801, -5.38618, 0.81900], [-1.10205, 7.73220, -2.62576], [5.08160, 1.74439, -4.52614], [0.74262, 3.00515, -8.34141], [-5.68212, -6.12374, 2.72520], [-1.08743, 2.52898, 1.21745], [1.88442, -3.19129, 2.63075], [-3.97553, -0.25663, 1.09197], [-4.72444, 3.01883, 1.18140], [6.11355, 5.39503, 6.91528], [-2.11612, 0.02221, -4.43726], [2.29222, 1.34769, 7.54311], [2.01324, 1.60980, -1.68647], [1.55630, -1.99849, -1.29889], [5.41088, 1.93271, 4.54483], [-8.99952, -3.18561, -1.76257], [-1.30931, 6.79064, -4.11804], [-0.44161, -2.12148, 2.66367], [-3.52854, 4.89296, -3.03162], [7.55245, 0.57609, 3.70194], [1.42938, 5.40970, -0.68841], [-4.92442, -4.23536, 0.84150], [1.85288, -1.14380, -4.05307], [-0.13992, 0.23275, 4.16577], [8.76279, -0.56842, 4.52170], [-5.27075, 2.27268, -1.05573], [4.59013, 0.12416, 1.31116], [-2.39732, -2.53732, -4.26630], [2.80749, 1.19853, 2.43952], [2.72448, -6.44763, -0.43574], [2.29588, 4.95144, 4.93861], [1.80450, -4.53911, 3.56200], [-1.07760, -3.30140, -1.51183], [4.05295, 3.02483, -1.22782], [-6.48082, 0.17635, -1.48560], [-0.43588, 3.84656, -9.31230], [-1.29079, -7.23917, -0.64432], [1.02617, 4.51240, -4.78503], [-1.60902, 3.18560, 6.77103], [-4.51248, -6.21164, 3.89024], [7.62562, 6.76376, 0.21841], [4.35036, -5.65268, -0.48976], [5.11518, -3.25787, 4.58462], [-4.24590, 3.76537, -6.70155], [0.82736, -1.21651, 0.75870], [5.64347, -1.30133, -0.34077], [0.75178, 3.00918, 8.14201], [-5.30750, -10.18220, 0.49927], [4.04377, -0.24673, -3.30766], [-4.47675, -4.14393, -0.86936], [4.22499, -6.96290, 0.55375], [-3.86138, -6.42461, 0.24113]],
  "forces_ev_per_angstrom": [[0.050, -0.971, 0.230], [0.300, 0.281, -0.228], [1.498, 0.672, 0.150], [0.339, 0.044, 0.831], [1.275, -1.680, -1.052], [0.316, 0.045, -0.536], [0.214, 0.645, 0.720], [-0.443, -1.781, -0.082], [-0.256, 0.013, -0.025], [-0.135, 0.800, 0.638], [3.155, 0.347, 0.484], [-0.705, 0.989, -0.529], [-1.110, 0.817, -1.627], [0.278, -0.537, 0.166], [-0.476, 0.854, -0.916], [0.453, 0.636, 0.418], [-1.794, 0.770, -0.229], [0.352, -0.378, 0.763], [0.276, 0.205, 0.057], [-0.386, 0.348, -0.726], [-0.304, -0.050, 0.648], [1.414, 0.976, -0.448], [-0.187, 0.358, 0.602], [0.430, -0.086, -0.291], [-0.462, -1.356, 0.599], [-0.012, -0.328, 0.359], [-0.394, 0.193, -0.385], [0.165, -1.725, 1.631], [-0.085, 0.087, -0.381], [1.292, -0.017, 0.728], [-0.068, 0.285, 0.508], [-0.012, -0.297, 0.009], [-0.501, 0.808, -0.564], [-0.603, 0.337, 0.367], [-0.327, 0.959, 0.526], [-0.089, -0.879, -0.012], [-2.720, 2.202, 1.535], [0.174, -0.843, 0.272], [-1.145, -1.407, 0.537], [0.315, -1.185, 0.814], [-1.353, -0.938, -1.400], [-1.046, -1.250, -1.616], [-2.802, -0.163, 0.166], [-0.869, 3.320, -1.246], [-0.953, 2.029, -3.069], [-0.354, 0.773, -2.208], [-1.388, -0.084, 0.097], [1.124, -0.501, 0.658], [0.857, -0.152, 0.665], [0.166, -0.438, -0.242], [0.140, 2.332, -0.006], [1.288, 0.720, 0.719], [-0.581, 0.795, 1.871], [-1.059, -1.177, 1.145], [0.570, -0.827, 0.573], [2.509, -1.434, 1.933], [-1.886, -1.080, -1.926], [-0.172, -0.257, -0.683], [-0.690, 0.321, 0.117], [-0.756, 0.200, -0.227], [0.315, 0.156, 0.642], [-0.069, -1.110, -0.100], [0.360, 2.101, -0.689], [0.414, 1.001, -1.617], [-2.334, 0.497, -0.800], [-0.005, -0.427, 0.740], [0.106, 0.514, 0.345], [-0.127, -0.730, -0.069], [0.475, 1.375, -0.442], [-0.782, 3.230, -4.298], [2.008, -1.085, 1.075], [-0.990, 1.514, 2.186], [0.452, 0.769, 1.023], [1.046, 0.166, -1.072], [-0.846, -0.151, 0.719], [-0.262, 0.243, 0.726], [1.046, 1.050, 0.325], [-0.506, -0.596, 0.437], [0.185, -0.967, 0.282], [2.486, 0.933, -0.962], [1.136, -1.491, -1.671], [0.846, 0.866, 0.321], [0.321, -2.238, -1.895], [1.493, -1.757, 1.391], [-0.022, 0.836, -1.673], [0.579, 0.993, 0.301], [0.261, -0.416, 0.096], [0.540, 0.576, 1.007], [-1.465, 0.855, -0.992], [1.244, -0.225, -1.406], [-0.680, 0.303, 1.418], [0.686, -0.971, 0.124], [0.011, -0.229, 0.041], [-0.413, -0.084, -1.157], [0.898, -0.859, -1.000], [-0.714, -0.759, 1.250], [0.536, 0.540, -0.192], [-0.364, 0.913, -2.118], [-0.254, -0.227, 0.488], [2.216, -0.843, 0.020], [-2.304, -0.162, 1.973], [0.915, 0.175, 0.530], [-0.682, -0.533, 1.520], [0.983, -0.654, -0.682], [0.282, 1.694, -1.480], [0.632, -2.050, -1.659], [-1.377, 0.599, -0.201], [1.398, 0.462, 0.256], [-0.468, 1.231, -2.341], [-0.462, -0.258, 1.136], [-0.219, -1.009, -0.507], [-1.125, -0.051, -1.449], [1.759, 2.605, -1.558], [2.703, 1.362, -0.718], [1.256, 1.808, 0.723], [-0.591, -0.507, -0.507], [-1.195, 0.628, 0.426], [-0.280, 0.264, -1.022], [-0.142, 0.948, -1.756], [-0.323, 0.422, 2.157], [-0.109, -0.966, 0.947], [0.686, -0.062, 0.244], [0.017, -0.047, -0.130], [-0.092, 0.223, -1.319], [0.158, -1.987, 2.126], [-0.861, 3.113, -0.688], [0.146, 0.219, 0.562], [-1.146, -0.112, 1.443], [-0.042, -0.416, -0.218], [0.443, -0.620, 0.413], [0.324, -0.107, -0.064], [0.118, -0.338, -0.095], [0.510, -0.226, -0.308], [1.031, 0.011, -0.365], [-0.114, -0.633, 0.764], [0.710, 0.519, 0.487], [-0.026, -0.038, 0.090], [0.222, -0.252, -0.060], [-0.855, -0.142, 0.216], [-0.109, 0.085, 0.480], [0.037, -0.256, -1.021], [-0.955, 0.185, -0.411], [0.890, -0.194, -0.021], [0.559, -0.378, 0.361], [-0.069, -0.543, 0.368], [-0.423, 0.531, 0.456], [-0.002, -1.207, -0.898], [-0.440, -0.831, -0.153], [0.443, 0.142, -0.205], [0.422, -0.309, 0.422], [-1.115, -0.361, -0.557], [-0.611, 0.098, 0.615], [0.002, -0.279, 0.697], [0.718, -1.447, 1.238], [-0.740, -0.283, -0.274], [-0.062, -0.128, 0.161], [-0.989, -0.060, 0.402], [-0.695, 0.522, -0.217], [0.117, -1.214, 0.646], [-0.207, -1.247, 1.631], [0.163, -0.825, 0.729], [0.197, 0.737, -0.741], [0.017, -0.336, 0.197], [-0.597, -0.274, -0.077], [0.055, 0.637, -0.182], [-0.099, -0.518, 0.964], [0.029, -0.170, -0.073], [1.384, 0.690, -0.085], [0.103, -0.857, 0.962], [-0.477, 0.190, -0.863], [0.054, 1.128, -0.176], [-0.402, -0.303, 0.740], [-0.417, -0.358, 0.208], [0.452, 0.388, -0.394], [-0.501, -0.439, -0.487], [-0.176, 0.079, 0.387], [0.575, 0.830, 0.912], [0.232, 0.042, -0.127], [-1.309, -0.923, -0.795], [0.540, -0.488, 0.314], [-0.454, 0.183, -1.242], [-0.589, 0.276, -0.110], [-0.842, -0.954, -0.372], [0.383, 0.254, -0.123], [-0.524, -0.493, 0.076], [-0.179, 0.161, -0.125], [0.478, -0.211, 0.323], [-0.248, 0.057, -0.365], [0.677, 0.213, -0.392], [-0.580, 0.544, -0.249], [0.414, -0.141, -0.433], [-0.659, 0.083, 0.239], [-0.123, -0.256, 0.521], [-0.335, 0.400, -0.642], [-1.326, 0.549, -0.146], [0.719, -1.676, -0.022], [-0.048, -0.448, -0.189], [0.574, -0.103, -0.297], [0.222, 0.262, -0.151], [0.110, -0.012, 0.934], [-0.308, 0.544, -1.108], [-0.314, -0.485, 0.089], [0.625, 0.490, 1.167], [0.846, -0.491, -1.055], [-0.170, -0.376, 0.717], [0.960, -0.349, 0.576], [0.508, -0.609, 0.028], [0.124, -1.383, 1.696], [-0.437, -0.143, 0.178], [-0.275, 0.426, 0.245], [0.434, -0.130, 0.317], [0.052, -0.629, 0.892], [-0.096, -0.877, -0.090], [0.093, -0.463, 0.492], [0.470, 0.036, 0.408], [1.229, 0.165, 0.808], [-0.021, 0.249, -0.198], [-0.959, -0.095, 0.785], [-0.252, 0.659, -1.077], [0.093, 0.336, 0.179], [0.235, 0.384, -0.121], [-2.016, 0.158, -0.030], [-0.483, 0.651, 0.207], [-0.159, 0.110, 0.321], [-0.371, 0.569, -0.732], [0.250, 0.421, 0.154], [1.051, -2.820, 0.377], [0.089, 1.187, -0.165]],
  "mulliken_charge": [0.0429, -0.1136, -0.6055, -0.6261, -0.5833, -0.3082, -0.6504, -0.5763, -0.5777, -0.6981, -0.6208, -0.0908, -0.6603, -0.6348, -0.0011, 0.3592, -0.6108, -0.4501, -0.4135, -0.6472, -0.6052, -0.6253, -0.5547, -0.6267, -0.6720, 0.3185, -0.6913, -0.7414, -0.3921, -0.6920, -0.3985, -0.6179, -0.0033, -0.0255, 0.5864, 0.6439, 1.0098, 1.0852, 1.0364, 0.6056, 0.1924, 0.9760, 1.1532, -0.1914, -0.1783, 0.4432, 1.0595, 1.1441, -0.7275, 0.0318, 0.5242, -0.2116, -0.5372, -0.3857, -0.3986, 0.4499, 0.3222, 0.1364, -0.4184, 0.7652, -0.5784, 1.8319, -0.4106, -0.3093, -0.1679, 0.3346, -0.3265, -0.3561, -1.4602, 1.4420, -1.4344, 0.1663, -0.6880, 1.0788, -0.6262, -1.0111, -0.3159, 0.4727, -0.5022, -0.1783, 0.4886, -1.0265, -0.2152, -1.0950, -1.1855, -0.8972, -0.2184, -0.6029, -0.5468, -0.8451, 0.7986, -0.7843, 0.5151, -0.5877, 2.3260, -0.7619, -1.1061, -0.4070, -0.2694, 0.9662, -0.8054, -0.3619, -0.5472, -0.5188, -0.1164, -0.9793, 0.7383, 0.8006, -0.9258, 0.3849, -0.5202, 0.9049, -1.1782, 0.0889, 0.7937, 0.8486, -0.3282, -0.8389, 0.6218, -0.7032, -0.1635, 0.3765, -0.1108, 0.4502, -1.0498, -1.1675, 0.7159, 0.3963, 0.2410, 0.1448, 0.2621, 0.5155, 0.1932, 0.3370, 0.3209, 0.3864, 0.2330, 0.5098, 0.3322, -0.0924, 0.3674, 0.6674, -0.5700, 0.5288, 0.6472, 0.4357, 0.5043, 0.2295, 0.0262, 0.2626, 0.4383, 0.0206, -1.0891, 0.1832, -0.8923, 0.4517, -0.2911, -0.2237, 0.2995, -1.0893, 0.2552, 0.7322, 0.2929, 0.3519, 0.2993, 0.0126, 0.4957, 0.3598, 0.4429, -1.1632, 0.4154, 0.4216, 0.5334, 0.3571, -0.1560, -0.6308, -0.0493, 0.4235, 0.3090, 0.2816, 0.2314, -0.3994, -0.0309, -0.6915, 0.3472, 0.5094, -0.5212, 0.4307, -0.7042, -0.8691, 0.5298, 0.4714, 0.2326, 0.5434, 0.7960, 0.1077, -0.4021, 0.3412, 0.2826, 0.1767, 0.3651, 0.3619, 0.3276, 0.3603, -0.3420, 0.1751, 0.3125, 0.7388, -0.1995, 0.5533, 0.5787, 0.3459, 0.3447, 0.4528, 0.4860, 0.3869, 0.5035, 0.1745, 0.4442, 0.3792, -0.5902, 0.3810, 0.4542, 0.2548, 0.2764, -0.0437, 0.5302, -0.3043],
  "orbital_gap_ev": 8.87,
  "e_lumo_ev": -0.687,
  "homo_energy_ev": -9.561,
  "charge": 0,
  "largest_force_ev_per_a": 5.433
}